The following is a DFT calculation (wB97M-V/def2-TZVPD) of a single C16H21NO molecule at a distorted geometry.

Each line ends with the natural charge from an NBO analysis.
Cartesian coordinates (Å):
C -0.655 0.420 -2.227  -0.05
C -0.785 1.072 -3.259  0.02
O 1.847 2.513 -1.975  -0.73
C -0.420 0.423 0.184  -0.17
C -0.297 -1.682 -0.987  -0.17
C -0.219 -0.227 1.420  -0.17
C -0.096 -2.367 0.228  -0.17
C -0.473 -0.287 -1.010  -0.16
C -0.005 -1.655 1.445  -0.03
N -2.183 -3.366 4.745  -0.83
C -0.699 1.922 -4.477  -0.48
C 0.981 3.594 -2.255  -0.07
C 0.691 2.530 -4.638  -0.39
C 0.937 3.777 -3.743  -0.42
C -0.749 -3.152 4.925  -0.21
C 1.215 -1.766 3.860  -0.41
C -0.268 -2.008 4.034  -0.23
C 0.363 -2.378 2.721  -0.25
H 1.486 1.699 -2.369  0.48
H -0.558 1.517 0.151  0.22
H -0.265 -2.179 -1.927  0.21
H -0.225 0.374 2.330  0.21
H -0.023 -3.459 0.201  0.21
H -2.427 -3.579 3.772  0.36
H -2.677 -2.487 5.021  0.35
H -0.973 1.319 -5.351  0.24
H -1.465 2.719 -4.461  0.23
H 1.362 4.546 -1.845  0.18
H -0.009 3.375 -1.861  0.16
H 0.794 2.900 -5.694  0.21
H 1.467 1.799 -4.471  0.21
H 0.190 4.555 -4.016  0.20
H 1.919 4.182 -3.992  0.21
H -0.551 -2.869 5.992  0.19
H -0.213 -4.089 4.742  0.19
H 1.483 -0.706 3.802  0.22
H 1.910 -2.416 4.390  0.22
H -0.901 -1.116 4.039  0.21
H 0.491 -3.448 2.555  0.22

The value obtained for the total energy is -752.1707 hartree. The LUMO energy is 0.7879 eV. For the energy above the lowest of the compared OMol25 structures with the same formula, charge and spin, the calculation gives 391.6 kJ/mol. As for the net charge: 0. For the gap between HOMO and LUMO, the calculation gives 0.3330 hartree. Its HOMO energy is -8.3 eV. The SMILES is NC[C@H]1C[C@@H]1c1ccc(C#CCCCCO)cc1.

The following is a DFT calculation (wB97M-V/def2-TZVPD) of CHBr2NO3S as an isolated structure at a distorted geometry.

Each line ends with the natural charge from an NBO analysis.
Cartesian coordinates (Å):
C 1.684 0.493 -0.320  0.33
N -1.331 0.363 -0.407  -0.86
O 1.815 1.619 -0.726  -0.43
O 0.126 -1.740 -0.632  -0.91
O -0.290 -0.861 1.607  -0.90
S -0.074 -0.609 0.232  2.04
Br -2.740 -0.892 -0.365  0.24
Br -1.571 1.888 0.494  0.31
H 2.381 -0.261 0.115  0.18

The value obtained for the total energy is -5865.2435 hartree. The LUMO energy is -0.9861 eV. For the energy above the lowest of the compared OMol25 structures with the same formula, charge and spin, the calculation gives 119.7 kJ/mol. As for the net charge: 0. For the gap between HOMO and LUMO, the calculation gives 0.3350 hartree. Its HOMO energy is -10.1 eV.

The following is a DFT calculation (wB97M-V/def2-TZVPD) of a single C16H16N2O3S molecule at a distorted geometry.

Each line ends with the natural charge from an NBO analysis.
Cartesian coordinates (Å):
O -3.614 -2.361 1.345  -0.36
N -4.322 -1.767 0.563  0.52
O -5.389 -2.166 0.146  -0.37
C -3.900 -0.455 0.138  0.02
C -4.885 0.524 0.105  -0.17
C -4.552 1.839 -0.156  -0.21
C -3.224 2.172 -0.378  -0.18
C -2.250 1.195 -0.384  -0.20
C -2.560 -0.149 -0.144  0.01
C -1.513 -1.142 -0.275  0.24
C -1.522 -2.484 -0.588  -0.25
C -0.182 -2.887 -0.658  -0.22
C 0.581 -1.768 -0.401  0.19
C 2.021 -1.678 -0.267  0.10
N 2.677 -0.521 -0.440  -0.39
C 2.097 0.721 -0.894  -0.22
H 1.115 0.549 -1.331  0.22
C 2.027 1.716 0.265  -0.41
C 3.432 1.942 0.820  -0.40
C 4.068 0.606 1.196  -0.41
C 4.043 -0.353 0.003  -0.23
H 4.446 -1.328 0.279  0.26
H 4.635 0.056 -0.823  0.19
H 5.099 0.752 1.519  0.22
H 3.514 0.153 2.021  0.21
H 3.390 2.595 1.693  0.21
H 4.045 2.435 0.061  0.19
H 1.599 2.658 -0.083  0.21
H 1.379 1.310 1.044  0.21
H 2.752 1.123 -1.677  0.19
S 2.803 -3.093 0.120  -0.19
O -0.233 -0.709 -0.182  -0.41
H 0.192 -3.867 -0.868  0.25
H -2.373 -3.110 -0.756  0.24
H -1.223 1.457 -0.586  0.22
H -2.949 3.200 -0.563  0.22
H -5.318 2.598 -0.172  0.22
H -5.905 0.236 0.308  0.24

The value obtained for the total energy is -1352.6133 hartree. The LUMO energy is -0.7170 eV. For the energy above the lowest of the compared OMol25 structures with the same formula, charge and spin, the calculation gives 480.5 kJ/mol. As for the net charge: 0. For the gap between HOMO and LUMO, the calculation gives 0.2641 hartree. Its HOMO energy is -7.9 eV. The SMILES is O=[N+]([O-])c1ccccc1-c1ccc(C(=S)N2CCCCC2)o1.

The following is a DFT calculation (wB97M-V/def2-TZVPD) of a single C22H31NO5 molecule.

Each line ends with the natural charge from an NBO analysis.
Cartesian coordinates (Å):
C 6.147 2.536 0.340  -0.62
C 4.754 2.085 -0.072  -0.06
H 4.035 2.905 0.071  0.17
H 4.747 1.791 -1.131  0.17
O 4.407 0.984 0.742  -0.53
C 3.220 0.335 0.520  0.28
C 2.271 0.769 -0.398  -0.28
C 1.069 0.108 -0.569  -0.23
C 0.778 -1.022 0.180  -0.01
C 1.725 -1.469 1.086  -0.25
C 2.944 -0.823 1.271  0.26
O 3.735 -1.392 2.222  -0.51
C 5.123 -1.111 2.294  -0.05
C 5.735 -2.127 3.247  -0.62
H 5.578 -3.134 2.871  0.21
H 5.268 -2.046 4.225  0.21
H 6.802 -1.944 3.345  0.21
H 5.288 -0.093 2.666  0.18
H 5.578 -1.199 1.301  0.17
H 1.550 -2.354 1.679  0.22
C -0.529 -1.750 -0.007  -0.51
C -1.673 -0.789 0.146  0.43
N -1.927 -0.366 1.370  -0.55
C -1.276 -0.740 2.597  -0.26
C -1.907 0.045 3.753  -0.06
O -3.246 -0.304 3.981  -0.71
H -3.778 -0.052 3.216  0.47
H -1.377 -0.190 4.679  0.19
H -1.809 1.121 3.555  0.17
H -1.410 -1.813 2.782  0.20
H -0.203 -0.527 2.550  0.22
C -2.425 -0.274 -0.936  -0.42
C -3.447 0.712 -0.679  0.57
O -3.746 1.111 0.459  -0.65
H -2.682 0.346 1.402  0.44
C -4.201 1.336 -1.830  -0.49
C -4.294 0.468 -3.080  -0.03
C -2.867 0.043 -3.414  -0.50
C -2.216 -0.753 -2.301  0.58
O -1.557 -1.737 -2.600  -0.60
H -2.252 0.931 -3.590  0.22
H -2.837 -0.569 -4.318  0.23
C -4.888 1.277 -4.234  -0.60
H -5.888 1.622 -3.981  0.21
H -4.272 2.146 -4.457  0.21
H -4.954 0.665 -5.131  0.21
C -5.167 -0.759 -2.816  -0.61
H -5.195 -1.399 -3.695  0.21
H -6.185 -0.457 -2.579  0.21
H -4.778 -1.341 -1.983  0.21
H -3.679 2.268 -2.070  0.23
H -5.192 1.613 -1.460  0.23
H -0.557 -2.195 -1.001  0.30
H -0.620 -2.542 0.737  0.23
H 0.359 0.472 -1.295  0.22
H 2.463 1.649 -0.991  0.22
H 6.453 3.386 -0.262  0.21
H 6.150 2.822 1.388  0.21
H 6.857 1.725 0.200  0.21

The value obtained for the total energy is -1287.8691 hartree. The LUMO energy is 0.6695 eV. For the energy above the lowest of the compared OMol25 structures with the same formula, charge and spin, the calculation gives 208.5 kJ/mol. As for the net charge: 0. For the gap between HOMO and LUMO, the calculation gives 0.3229 hartree. Its HOMO energy is -8.1 eV. The SMILES is CCOc1ccc(CC(NCCO)=C2C(=O)CC(C)(C)CC2=O)cc1OCC.